Entry 1:
81
Properties=species:S:1:pos:R:3:forces:R:3 method="wB97M-V/def2-TZVPD" e_above_lowest_kj_mol=0.0 lumo_energy_ev="-7.31 / -7.64" energy_ev=-150073.1572 multiplicity=2 orbital_gap_ha="0.2479 / 0.2358" charge=+3 homo_ev="-14.06 / -14.05"
Re -1.176862 4.732044 0.203938 0.0609 0.0967 -0.1677
C 1.409431 5.694211 2.164482 0.0013 -0.0028 0.0061
C 1.692526 6.406294 0.853337 0.0070 -0.0100 -0.0211
S 1.013887 5.378345 -0.486389 -0.0735 -0.0191 0.0818
C 0.781855 6.507937 -1.892121 0.0148 0.0024 0.0283
C -0.189623 5.842880 -2.851034 0.0034 0.0036 -0.0398
S -1.721391 5.190577 -2.091647 0.0092 0.0293 0.0349
C -2.836426 6.632340 -2.023964 -0.0196 -0.0139 0.0026
C -2.568517 7.548399 -0.844974 0.0213 -0.0079 0.0079
S -2.582574 6.533457 0.665148 0.0129 0.0017 -0.0375
C -1.628020 7.562817 1.818513 0.0303 -0.0093 -0.0098
C -1.177816 6.665352 2.956971 -0.0181 -0.0263 -0.0031
S -0.322468 5.151376 2.396685 -0.0017 0.0300 0.0336
H 1.680750 6.316751 3.016972 -0.0003 -0.0006 0.0023
H 1.988523 4.772397 2.237490 0.0016 0.0011 -0.0018
H 2.767680 6.509465 0.709331 0.0022 0.0063 -0.0006
H 1.229556 7.390700 0.802879 0.0074 0.0005 0.0029
H 1.740917 6.670132 -2.383733 0.0040 -0.0044 0.0036
H 0.410762 7.457656 -1.509850 0.0007 0.0038 -0.0116
H 0.268220 4.970523 -3.319688 0.0053 0.0018 0.0084
H -0.478856 6.524365 -3.651286 -0.0086 -0.0050 0.0050
H -3.837006 6.195761 -1.973267 0.0005 0.0085 0.0035
H -2.747759 7.163971 -2.971129 0.0037 -0.0059 -0.0041
H -3.352911 8.300547 -0.755546 -0.0039 -0.0027 -0.0046
H -1.602597 8.047277 -0.924077 -0.0058 0.0069 0.0039
H -2.272095 8.362214 2.186546 -0.0038 -0.0021 0.0092
H -0.785128 8.000161 1.283409 -0.0115 0.0071 -0.0025
H -2.030749 6.296426 3.529465 0.0073 0.0044 0.0018
H -0.513038 7.186249 3.645387 0.0015 0.0019 -0.0036
C -6.492679 4.789746 -2.461109 0.0004 0.0153 0.0080
C -6.559913 5.289573 -1.167522 -0.0052 0.0008 -0.0130
C -5.655128 4.858378 -0.205204 -0.0031 -0.0309 0.0030
C -4.681044 3.924127 -0.544750 -0.0340 0.0010 0.0325
C -4.618387 3.416133 -1.839833 0.0004 0.0119 0.0122
C -5.528148 3.847114 -2.795100 0.0089 -0.0093 -0.0007
As -3.299894 3.448405 0.717399 -0.0356 0.0370 0.1034
C -3.223515 1.544908 0.879092 0.0042 -0.0191 0.0093
C -2.748964 0.623985 -0.039723 -0.0190 -0.0215 0.0015
C -2.777470 -0.725166 0.287433 0.0013 0.0084 0.0109
C -3.263598 -1.128343 1.525052 0.0012 0.0234 -0.0065
C -3.722209 -0.198980 2.448557 -0.0044 0.0035 -0.0134
C -3.706707 1.153885 2.132806 0.0137 -0.0205 -0.0049
C -4.159733 2.254358 3.016034 -0.0006 0.0253 -0.0176
C -4.671925 2.099696 4.298832 0.0032 0.0040 -0.0146
C -5.071741 3.212191 5.024142 0.0003 0.0042 0.0035
C -4.969073 4.488029 4.483987 0.0030 -0.0040 -0.0025
C -4.455012 4.659307 3.205241 0.0024 -0.0173 -0.0064
C -4.054085 3.545313 2.481663 -0.0158 -0.0635 -0.0113
H -7.203952 5.121188 -3.205438 -0.0076 -0.0025 -0.0037
H -7.328733 6.002605 -0.901072 -0.0026 0.0034 0.0002
H -5.733952 5.230421 0.808555 0.0045 0.0021 0.0030
H -3.875348 2.673438 -2.106758 0.0022 -0.0115 -0.0061
H -5.492640 3.438246 -3.796052 0.0005 -0.0006 -0.0055
H -2.367006 0.937965 -1.003963 0.0034 -0.0015 -0.0041
H -2.422387 -1.461119 -0.420746 -0.0010 -0.0024 -0.0019
H -3.284389 -2.180699 1.774250 -0.0028 0.0035 0.0006
H -4.094202 -0.537179 3.406449 0.0034 -0.0001 0.0012
H -4.768585 1.115079 4.736476 0.0021 0.0027 -0.0014
H -5.475871 3.083239 6.018939 -0.0019 -0.0006 0.0041
H -5.301378 5.344582 5.054792 0.0000 0.0052 -0.0006
H -4.400080 5.652850 2.776740 0.0011 0.0145 -0.0016
C 6.220207 -12.018212 -2.921652 0.0071 0.0045 0.0201
Si 7.060194 -12.825101 -1.508618 0.0294 -0.0606 -0.0130
C 6.499818 -12.418659 0.183039 0.0025 -0.0010 -0.0068
C 8.380538 -13.995026 -1.807999 -0.0336 0.0325 0.0152
C 9.037421 -14.630671 -0.737036 -0.0056 -0.0062 0.0007
C 10.043909 -15.542262 -0.984492 0.0040 0.0014 -0.0007
C 10.407916 -15.826708 -2.296670 -0.0061 0.0056 0.0068
C 9.772334 -15.207064 -3.368107 -0.0017 0.0006 -0.0068
C 8.763004 -14.296703 -3.129531 0.0041 -0.0037 -0.0013
H 5.899398 -12.758113 -3.657855 0.0038 -0.0049 -0.0039
H 6.918961 -11.343717 -3.426010 -0.0019 -0.0033 -0.0043
H 5.355829 -11.440177 -2.596524 0.0134 -0.0121 -0.0010
H 5.504744 -12.852920 0.329067 -0.0041 -0.0053 0.0025
H 6.386627 -11.337391 0.290824 0.0100 0.0001 -0.0083
H 7.158142 -12.793480 0.963501 0.0041 -0.0049 -0.0017
H 8.758018 -14.413830 0.286152 0.0004 0.0006 0.0063
H 10.547128 -16.033141 -0.163406 0.0014 -0.0006 0.0035
H 11.197327 -16.541666 -2.487193 0.0038 -0.0039 -0.0008
H 10.066874 -15.439966 -4.381679 0.0003 0.0001 -0.0053
H 8.269081 -13.819066 -3.966846 -0.0026 0.0041 -0.0072


Entry 2:
103
Properties=species:S:1:pos:R:3:forces:R:3 method="wB97M-V/def2-TZVPD" lumo_energy_ev=-4.23 energy_ev=-165077.1179 multiplicity=1 orbital_gap_ha=0.2208 charge=+1 homo_ev=-10.24
C -1.673847 -0.035982 2.410810 -0.4468 0.0992 -0.5555
C -2.568304 1.136335 2.810216 0.5915 -0.2098 0.1114
O -3.211143 1.769436 1.709746 -0.3434 0.1330 -0.1428
C -4.147050 0.948541 1.039905 0.4925 -0.0389 0.2054
C -3.608347 0.517922 -0.318825 -0.1631 -0.3971 -0.1987
O -4.386116 1.026049 -1.445122 0.1408 0.1585 0.2229
C -4.035141 2.242023 -1.876818 0.1091 0.1164 0.1564
C -4.900796 3.308039 -1.609503 0.1618 0.4823 -0.4174
C -6.213290 3.198244 -0.857197 -0.0107 0.5043 -0.4586
O -6.898961 1.987875 -1.055193 0.0815 -0.3808 0.4694
N -7.331494 1.895762 -2.411628 0.0797 0.2808 -0.2215
O -7.834058 0.878066 -2.611378 -0.1008 -0.1586 0.0454
C -4.500280 4.552860 -2.063582 -0.2539 -0.7775 0.3009
F -5.253201 5.602044 -1.840269 0.0062 -0.0499 0.0028
N -3.344245 4.784112 -2.710921 -0.0335 -0.0900 0.0219
C -3.057019 6.186707 -3.113443 0.2596 1.0468 -0.0202
F -4.101190 6.607938 -3.873752 -0.3748 -0.0410 -0.1080
C -2.793244 7.101674 -1.936823 0.4424 -0.6832 0.5622
C -1.570818 6.611311 -1.149720 -0.0141 -0.0137 -0.5000
C -2.514528 3.736208 -2.974472 0.0581 -0.8227 -0.0434
Br -0.902639 4.094663 -3.870108 -0.0716 -0.0615 0.0492
C -2.831640 2.427599 -2.602387 -0.1201 0.6652 -0.3022
C -1.927698 1.267837 -2.951637 -0.2058 0.0306 0.1040
C -2.650353 0.004540 -3.445789 0.0090 0.3012 0.5438
C -1.830929 -1.019916 -4.225350 -0.4836 0.5624 -0.2886
F -2.088118 -2.254502 -3.763583 0.0575 -0.3072 0.1748
F -2.258244 -0.999644 -5.517063 0.0620 0.0901 -0.1962
C -0.294777 -0.880945 -4.354171 0.4558 -0.6913 -0.3268
F 0.056959 0.260025 -4.951742 -0.2263 0.3457 0.0652
F 0.102395 -1.871160 -5.157263 0.0310 -0.0307 0.0199
S 0.729576 -1.057955 -2.774132 0.5135 -1.0032 -0.2528
F 2.037628 -0.997145 -3.648346 0.1693 0.1703 -0.0619
F 0.710720 -2.626998 -2.914136 -0.0789 -0.0651 0.0993
F -0.577341 -1.151845 -1.872394 -0.2925 0.2980 0.2898
F 0.775468 0.508149 -2.586613 -0.0348 0.4731 0.1528
F 1.598379 -1.196923 -1.475501 0.0159 0.0432 0.0623
H -1.322186 0.114202 1.391648 0.2517 0.1315 -0.0831
H -2.228211 -0.969993 2.396870 0.0521 -0.2353 0.1723
H -0.805959 -0.115982 3.052218 0.0209 -0.1213 0.2716
H -3.303117 0.806850 3.543475 -0.1634 0.1005 0.1149
H -1.944082 1.897900 3.260064 -0.0770 0.2748 0.1053
H -5.094707 1.464820 0.940537 -0.1603 0.1813 -0.1448
H -4.351523 0.055223 1.625076 -0.0554 -0.1421 0.1266
H -2.577705 0.824218 -0.438318 0.1984 0.1980 0.1688
H -3.635015 -0.562839 -0.403448 -0.1708 -0.1334 -0.2409
H -6.854903 4.020554 -1.159291 -0.0504 0.1939 -0.0754
H -6.020020 3.341559 0.199386 -0.1049 -0.3101 0.2732
H -2.188440 6.213903 -3.755580 0.1255 -0.4607 -0.0516
H -3.641370 7.137931 -1.264302 -0.2492 0.3302 -0.1132
H -2.562023 8.080109 -2.338248 -0.2814 0.2377 -0.1439
H -1.763053 5.676554 -0.629966 -0.0407 -0.0920 0.1640
H -1.255579 7.357217 -0.433769 -0.0276 0.0944 0.2299
H -0.737452 6.448279 -1.829726 0.1900 -0.0202 0.0064
H -1.222673 1.584317 -3.703725 0.0369 0.2014 -0.0919
H -1.341098 1.054837 -2.063262 0.0757 -0.0845 0.0067
H -3.076051 -0.523124 -2.608087 -0.0079 -0.2504 0.1672
H -3.497703 0.288131 -4.059047 -0.0372 -0.0376 -0.3575
C 2.375396 2.459779 8.179375 -0.0266 -0.0737 0.1490
O 1.351467 1.521622 8.436383 0.0611 -0.0983 -0.3525
C 0.082962 1.853513 7.907257 0.0386 0.0137 0.2232
C -0.591172 0.678618 7.228109 -0.1256 -0.1106 0.0474
O 0.015799 0.215320 6.029639 -0.0409 0.0411 -0.1078
C 1.285293 -0.422153 6.094986 0.0858 0.0807 -0.0994
C 1.315411 -1.775465 6.774796 0.1913 -0.0450 0.1826
O 1.090265 -1.691897 8.169438 -0.3201 0.1652 -0.1191
C 0.159208 -2.624912 8.678902 0.1649 0.0511 0.0604
H 2.387639 3.245271 8.941232 0.0078 0.0783 -0.0698
H 3.326942 1.928948 8.210199 -0.0168 -0.0024 0.0731
H 2.269958 2.913546 7.188914 -0.0265 0.0241 -0.0004
H 0.156916 2.688450 7.201854 0.0668 -0.0124 -0.0341
H -0.560852 2.168179 8.738850 -0.1237 0.0820 -0.1108
H -1.581729 1.024446 6.919064 0.0133 0.0204 -0.0232
H -0.755125 -0.139874 7.929985 0.2047 -0.0011 0.0791
H 2.043168 0.245229 6.505911 -0.0504 -0.0371 0.2263
H 1.558990 -0.594646 5.049872 -0.0332 -0.0146 -0.0039
H 2.316746 -2.197648 6.621794 -0.0370 -0.0566 -0.1846
H 0.587968 -2.439689 6.296229 -0.0547 0.0078 0.0361
H -0.685776 -2.765493 7.997272 0.0092 -0.0307 -0.0251
H -0.223836 -2.228286 9.618696 0.0678 -0.0174 0.0261
H 0.638210 -3.589597 8.872659 -0.0866 -0.0583 -0.0424
C 4.165879 -3.331268 -1.759790 -0.0179 -0.2087 -0.0143
O 4.318541 -4.287196 -2.785082 0.3301 0.1671 -0.0286
C 4.207113 -3.779889 -4.103096 -0.1722 -0.1333 0.0542
C 5.289387 -4.302380 -5.025343 0.0326 -0.1561 -0.1123
O 6.606506 -3.860371 -4.749501 0.0086 0.1150 -0.0501
C 7.279522 -4.327513 -3.590932 0.0281 0.1074 0.0884
C 7.682722 -5.786884 -3.604048 -0.0445 -0.1399 0.2219
O 6.570484 -6.662455 -3.527173 -0.1086 0.1931 -0.2968
C 6.590375 -7.727350 -4.455225 -0.0397 0.0019 0.1649
H 3.111135 -3.214404 -1.496651 -0.0041 0.0991 0.0482
H 4.707469 -3.692350 -0.884924 -0.0600 -0.0442 0.0052
H 4.585580 -2.359086 -2.038932 -0.0317 0.0105 -0.0409
H 4.227974 -2.684896 -4.105230 0.0613 0.0187 0.0647
H 3.239003 -4.102813 -4.509745 0.0022 0.1205 -0.1266
H 5.067828 -3.902611 -6.018592 0.0052 0.0220 0.0032
H 5.242179 -5.389364 -5.110343 -0.0193 -0.0326 0.2186
H 6.730744 -4.076631 -2.681851 -0.1451 -0.1801 -0.0068
H 8.207679 -3.750685 -3.563291 0.0011 -0.0008 -0.0355
H 8.309721 -5.964449 -2.721072 0.1527 0.0736 -0.0812
H 8.283520 -5.989375 -4.496257 -0.0500 -0.0213 -0.0435
H 6.966970 -7.405743 -5.431076 0.0385 -0.0064 0.0013
H 5.564471 -8.072284 -4.583536 0.0105 -0.0302 0.0663
H 7.197906 -8.558879 -4.084047 0.0457 -0.0165 -0.1006


Entry 3:
32
Properties=species:S:1:pos:R:3:forces:R:3 method="wB97M-V/def2-TZVPD" e_above_lowest_kj_mol=512.4 lumo_energy_ev=-3.89 energy_ev=-17169.7628 multiplicity=1 orbital_gap_ha=0.2571 charge=+1 homo_ev=-10.89
C 1.953394 4.358924 -1.031806 -2.9913 0.3461 0.3937
C -1.383315 1.939467 -0.938474 1.1433 -3.0295 2.6690
C -0.660619 1.831330 -2.193070 -3.6488 0.1394 2.5771
C -0.879372 2.333528 0.349224 0.8652 2.2894 -2.1451
C 0.440768 2.602575 -2.089013 2.0454 0.8904 -4.0612
C 0.249343 3.173245 0.264720 -1.0400 -1.0626 0.0823
C 0.890622 3.216594 -0.951662 2.3338 2.3445 1.0419
O -2.510983 1.196947 -0.663864 -1.9700 0.2721 -3.2143
H -3.012681 1.349652 -1.516223 -0.0479 -0.8973 1.5279
H -1.168647 1.370604 -3.102496 1.0822 0.8169 1.2720
H -1.475562 2.321795 1.267486 -0.0770 -0.2907 -0.6626
H 0.873318 2.881218 -3.118681 0.1261 -0.4753 1.8607
H 0.525738 3.907978 1.023468 0.1282 -0.6893 0.1394
H 2.633624 4.256088 -1.787325 2.0227 -0.8377 -1.8920
H 2.497070 4.651203 -0.108005 -0.8857 -0.2325 -0.5020
H 1.278770 5.138232 -1.477980 0.9288 0.2633 1.0225
C -0.388448 -4.127292 0.975722 -0.4286 -1.9225 1.6909
C 0.916264 -4.617894 0.386114 4.8691 -1.4562 0.0136
C -0.389002 -1.811030 1.184418 -0.2315 1.3711 0.5236
N -0.909319 -2.862215 0.460257 1.3700 -0.5887 -0.6483
N -1.401011 -0.984366 1.553431 1.8679 1.3168 3.0831
N 0.946264 -1.700063 1.638637 -3.0373 -4.8650 -4.6254
H -1.143053 -4.861566 0.721636 -0.3727 -0.1078 0.1115
H -0.429190 -4.062186 2.153862 0.4764 -0.2226 -2.3874
H 1.752736 -3.943070 0.707470 -0.7497 0.5170 -1.2069
H 1.072301 -4.974570 -0.726028 -1.0563 1.4013 1.9708
H -0.911872 -2.856826 -0.559115 0.0390 0.5394 0.2626
H -2.301083 -1.106364 1.142283 -0.3791 -0.7302 -0.4584
H -1.511921 -0.381874 2.462546 1.2485 -1.1412 -2.5936
H 1.774961 -1.869286 1.012026 -1.7516 -0.3178 0.6787
H 1.035762 -0.922512 2.092767 1.0090 5.7192 3.6776
H 1.635131 -5.448276 0.867662 -2.8882 0.6400 -0.2015


Entry 4:
12
Properties=species:S:1:pos:R:3:forces:R:3 method="wB97M-V/def2-TZVPD" e_above_lowest_kj_mol=69.2 lumo_energy_ev="-5.31 / -5.37" energy_ev=-37839.8461 multiplicity=4 orbital_gap_ha="0.2501 / 0.2733" charge=+1 homo_ev="-12.12 / -12.81"
H 2.863727 -2.355846 0.841811 0.0047 -0.1819 -0.0224
O 1.515929 0.904532 0.340729 1.2484 -0.9046 0.6940
C -0.620780 1.244210 -0.505056 -0.1385 -1.3397 -0.0621
C -1.555801 0.444983 -0.088016 1.9780 0.9833 1.2967
C 0.674647 1.625005 -0.517478 -2.1482 0.4813 -1.1436
C -1.821333 -0.950247 0.133922 -1.5546 3.3646 0.0473
O -0.726669 -1.721436 0.089000 0.7308 -0.9578 -0.3055
Tm 1.274246 -1.356158 0.384308 -1.1229 0.5131 -0.3550
H 2.382360 1.314686 0.448159 0.2102 0.4120 0.0762
H -2.583374 -1.166256 0.902400 0.1516 -0.1833 -0.8570
H 1.168690 2.320136 -1.193890 -0.0440 -0.0278 0.4390
H -2.571643 -0.303610 -0.835888 0.6846 -2.1593 0.1924